Here is a cluster of 5 separate species, C21H43BFO14 in total at a distorted geometry from OMol25. Energies are from wB97M-V/def2-TZVPD.

```
! wB97M-V def2-TZVPD RIJCOSX def2/J DEFGRID3
* xyz -1 1
F 3.392 -5.289 -0.311
C 3.765 -4.445 0.756
C 2.920 -3.121 0.666
C 1.840 -3.073 1.848
B 0.543 -3.929 1.338
O -0.282 -3.053 0.453
C -1.543 -3.727 0.421
C -1.407 -4.992 1.431
O -0.427 -4.454 2.315
H 3.545 -4.922 1.736
H 4.856 -4.209 0.713
H 3.537 -2.194 0.651
H 2.306 -3.196 -0.269
H 2.270 -3.399 2.828
H 1.588 -1.978 1.951
H 1.001 -4.938 0.823
H -2.349 -3.132 0.932
H -1.918 -3.954 -0.612
H -0.996 -5.801 0.766
H -2.397 -5.203 1.900
C 0.443 -2.420 -3.339
C 0.868 -1.187 -2.569
O 2.249 -0.870 -2.820
C 2.498 -0.265 -3.976
O 1.686 0.045 -4.811
O 3.819 -0.070 -4.066
C 4.234 0.494 -5.307
H 1.117 -3.253 -3.127
H -0.574 -2.708 -3.070
H 0.479 -2.245 -4.417
H 0.782 -1.382 -1.499
H 0.229 -0.330 -2.794
H 3.686 1.409 -5.530
H 4.105 -0.234 -6.109
H 5.293 0.734 -5.221
C -0.198 3.651 -4.544
C -0.911 2.456 -3.942
O -1.270 2.702 -2.576
C -2.345 3.469 -2.390
O -3.031 3.953 -3.252
O -2.518 3.623 -1.074
C -3.587 4.501 -0.730
H 0.653 3.941 -3.923
H 0.156 3.421 -5.549
H -0.861 4.517 -4.603
H -0.237 1.599 -3.934
H -1.788 2.174 -4.527
H -4.516 4.203 -1.215
H -3.328 5.527 -0.998
H -3.723 4.445 0.348
C 1.196 2.920 -0.133
C 2.687 3.186 -0.168
O 3.171 3.607 1.114
C 3.338 2.628 2.007
O 3.135 1.461 1.823
O 3.757 3.177 3.153
C 3.886 2.241 4.222
H 0.660 3.788 0.259
H 0.821 2.693 -1.131
H 0.960 2.078 0.520
H 2.896 4.005 -0.858
H 3.243 2.315 -0.522
H 4.513 1.397 3.936
H 2.900 1.894 4.535
H 4.356 2.758 5.057
C -6.339 0.528 4.818
C -5.432 -0.610 5.243
O -4.773 -1.194 4.118
C -3.731 -0.501 3.643
O -3.314 0.538 4.088
O -3.249 -1.151 2.588
C -2.179 -0.474 1.921
H -7.034 0.195 4.044
H -6.909 0.905 5.669
H -5.763 1.353 4.398
H -6.029 -1.403 5.695
H -4.704 -0.287 5.989
H -1.380 -0.214 2.614
H -2.560 0.420 1.422
H -1.776 -1.149 1.168
*
```

LUMO energy (eV): 2.27
Strongest force on any atom (hartree/bohr): 0.049
Molar mass (g/mol): 549.4
Highest occupied orbital energy (eV): -4.20



Here is a structure of composition C39H45CdNP2 from OMol25. Energies are from wB97M-V/def2-TZVPD.

```
! wB97M-V def2-TZVPD RIJCOSX def2/J DEFGRID3
* xyz 0 1
Cd 0.417 1.479 -0.347
C -2.456 1.041 3.262
C -1.509 2.122 2.817
C -0.263 2.258 3.423
C 0.600 3.293 3.083
C 1.929 3.447 3.772
C 0.205 4.192 2.098
C -1.020 4.068 1.454
C -1.422 5.029 0.368
C -1.866 3.025 1.822
H -3.066 1.384 4.101
H -1.915 0.152 3.588
H -3.131 0.742 2.462
H 0.038 1.542 4.181
H 1.904 4.266 4.494
H 2.720 3.668 3.053
H 2.204 2.539 4.308
H 0.882 4.988 1.804
H -1.854 5.941 0.786
H -2.163 4.580 -0.294
H -0.563 5.319 -0.239
H -2.818 2.909 1.312
C -1.080 -2.901 -1.543
N -0.656 -1.725 -0.774
P -1.831 -0.777 0.032
C -3.001 -2.050 0.635
C -4.163 -2.447 -0.020
C -4.966 -3.449 0.512
C -4.610 -4.074 1.697
C -3.451 -3.688 2.359
C -2.662 -2.677 1.835
C -2.794 0.013 -1.303
C -2.422 -0.020 -2.641
C -3.129 0.705 -3.594
C -4.218 1.473 -3.216
C -4.595 1.522 -1.878
C -3.884 0.803 -0.932
P 0.926 -1.650 -0.091
C 1.204 -3.366 0.469
C 0.935 -3.625 1.812
C 1.047 -4.909 2.327
C 1.450 -5.949 1.501
C 1.746 -5.699 0.168
C 1.623 -4.416 -0.345
C 2.010 -1.569 -1.560
C 3.385 -1.710 -1.359
C 4.268 -1.620 -2.420
C 3.793 -1.364 -3.704
C 2.436 -1.191 -3.910
C 1.549 -1.295 -2.841
H -1.981 -2.672 -2.113
H -1.293 -3.746 -0.883
H -0.299 -3.199 -2.244
H -4.444 -1.979 -0.956
H -5.867 -3.745 -0.010
H -5.235 -4.857 2.106
H -3.167 -4.170 3.286
H -1.768 -2.371 2.367
H -1.562 -0.601 -2.939
H -2.822 0.671 -4.631
H -4.766 2.042 -3.956
H -5.440 2.124 -1.572
H -4.182 0.860 0.111
H 0.650 -2.808 2.466
H 0.833 -5.092 3.372
H 1.545 -6.951 1.899
H 2.071 -6.506 -0.477
H 1.859 -4.229 -1.387
H 3.770 -1.885 -0.360
H 5.330 -1.734 -2.247
H 4.486 -1.281 -4.530
H 2.058 -0.976 -4.902
H 0.491 -1.156 -3.008
C 3.243 2.440 -2.207
C 3.397 2.747 -0.719
C 4.859 2.466 -0.306
C 3.083 4.220 -0.448
C 2.565 1.815 0.118
H 3.897 3.072 -2.818
H 2.212 2.614 -2.531
H 3.482 1.396 -2.408
H 5.539 3.108 -0.875
H 5.123 1.425 -0.500
H 5.016 2.666 0.756
H 3.726 4.877 -1.043
H 3.231 4.462 0.607
H 2.042 4.443 -0.701
H 2.553 2.183 1.154
*
```

LUMO energy (alpha / beta) (eV): 0.52 / -0.09
Strongest force on any atom (hartree/bohr): 0.010
Molar mass (g/mol): 702.2
Highest occupied orbital energy (alpha / beta) (eV): -5.74 / -6.87



Here is a structure of composition C43H36LaN10OS2 from OMol25. Energies are from wB97M-V/def2-TZVPD.

```
! wB97M-V def2-TZVPD RIJCOSX def2/J DEFGRID3
* xyz 3 1
La 0.300 -0.025 -0.415
C 0.035 -4.729 -1.587
C -0.007 -3.344 -1.572
N 0.546 -2.642 -0.582
C 1.140 -3.315 0.414
C 1.154 -4.707 0.381
N 0.613 -5.408 -0.607
C 1.771 -2.529 1.524
C 2.402 -3.163 2.575
C 3.006 -2.426 3.593
C 2.917 -1.037 3.486
C 2.259 -0.455 2.423
N 1.683 -1.185 1.441
C 2.136 1.036 2.322
C 2.508 1.903 3.348
N 2.354 3.219 3.268
C 1.848 3.708 2.142
C 1.487 2.868 1.101
N 1.611 1.546 1.200
C 3.707 -3.077 4.725
C 4.109 -4.407 4.658
C 4.760 -4.967 5.746
N 5.026 -4.314 6.875
C 4.637 -3.042 6.931
C 3.987 -2.383 5.899
H -0.408 -5.284 -2.404
H -0.500 -2.798 -2.365
H 1.616 -5.282 1.171
H 2.425 -4.239 2.620
H 3.396 -0.417 4.226
H 2.925 1.528 4.272
H 1.728 4.781 2.058
H 1.084 3.267 0.177
H 3.965 -5.018 3.778
H 5.088 -5.999 5.701
H 4.851 -2.513 7.852
H 3.697 -1.355 6.057
S -3.655 2.604 5.432
C -2.589 3.040 6.684
C -1.283 2.875 6.328
C -1.154 2.392 5.002
C -2.365 2.203 4.387
C -2.600 1.733 3.018
C -1.549 1.143 2.290
N -1.652 0.734 1.034
C -2.860 0.826 0.406
C -3.977 1.345 1.057
C -5.252 1.389 0.383
C -5.380 0.938 -0.878
C -4.237 0.418 -1.586
C -4.319 -0.031 -2.914
C -3.209 -0.498 -3.592
C -2.005 -0.496 -2.869
N -1.900 -0.106 -1.608
C -2.992 0.366 -0.957
C -3.238 -0.961 -4.985
C -2.197 -1.459 -5.726
C -2.582 -1.814 -7.044
C -3.904 -1.572 -7.270
S -4.683 -0.937 -5.898
C -3.816 1.808 2.373
H -2.980 3.395 7.623
H -0.454 3.100 6.981
H -0.196 2.226 4.531
H -0.583 1.014 2.764
H -6.105 1.788 0.916
H -6.337 0.959 -1.383
H -5.287 0.003 -3.404
H -1.089 -0.822 -3.354
H -1.186 -1.579 -5.362
H -1.916 -2.230 -7.784
H -4.466 -1.743 -8.174
H -4.677 2.238 2.874
C 3.212 0.513 -3.894
N 2.217 1.548 -4.215
C 2.529 2.470 -5.317
C 1.183 1.702 -3.398
O 1.209 1.058 -2.273
N 0.137 2.502 -3.668
C -0.403 2.772 -5.008
C -0.794 2.900 -2.619
H 3.969 0.537 -4.670
H 2.754 -0.475 -3.894
H 3.678 0.705 -2.930
H 3.608 2.483 -5.436
H 2.203 3.477 -5.064
H 2.088 2.155 -6.262
H 0.315 2.582 -5.795
H -0.703 3.817 -5.063
H -1.279 2.140 -5.169
H -0.417 2.610 -1.639
H -1.771 2.436 -2.774
H -0.918 3.983 -2.636
*
```

LUMO energy (eV): -8.68
Strongest force on any atom (hartree/bohr): 0.019
Molar mass (g/mol): 911.9
Highest occupied orbital energy (eV): -14.74



Here is an isolated molecule of C5H14N2 at a distorted geometry from OMol25. Energies are from wB97M-V/def2-TZVPD.

```
! wB97M-V def2-TZVPD RIJCOSX def2/J DEFGRID3
* xyz 0 1
C 0.563 2.809 1.087
C 0.010 1.235 1.412
C -0.033 0.209 0.204
C -1.364 0.180 -0.659
N 0.423 -1.194 0.550
C 0.866 -1.936 -0.532
N -0.144 -2.490 -1.671
H 0.565 3.368 1.958
H 1.604 2.783 0.644
H -0.086 3.487 0.428
H 0.460 0.950 2.432
H -1.121 1.355 1.649
H 0.727 0.684 -0.445
H -1.880 -0.657 -0.316
H -1.931 1.031 -0.344
H -1.092 0.096 -1.728
H -0.478 -1.478 0.884
H 1.788 -1.461 -1.178
H 1.352 -2.968 -0.288
H -0.583 -3.402 -1.485
H 0.355 -2.603 -2.602
*
```

LUMO energy (eV): 1.15
Strongest force on any atom (hartree/bohr): 0.132
Molar mass (g/mol): 102.2
Highest occupied orbital energy (eV): -8.78



Here is a structure of composition C25H28BrCrN3O3 at a distorted geometry from OMol25. Energies are from wB97M-V/def2-TZVPD.

```
! wB97M-V def2-TZVPD RIJCOSX def2/J DEFGRID3
* xyz 1 2
Cr 0.281 -0.091 -0.160
Br 6.523 -4.223 1.336
C 5.082 -3.015 1.337
C 5.218 -1.792 1.974
C 4.155 -0.904 1.979
C 2.960 -1.239 1.351
C 2.849 -2.453 0.683
C 3.906 -3.349 0.686
N 1.849 -0.330 1.337
C 1.671 0.446 2.329
C 0.600 1.441 2.271
C 0.291 2.225 3.364
C -0.757 3.127 3.273
C -1.442 3.210 2.077
C -1.070 2.398 1.016
N -0.065 1.515 1.095
H 6.152 -1.527 2.449
H 4.283 0.068 2.440
H 1.938 -2.693 0.152
H 3.816 -4.301 0.180
H 2.291 0.392 3.221
H 0.872 2.118 4.272
H -1.029 3.750 4.115
H -2.263 3.902 1.946
H -1.581 2.460 0.066
C 3.067 0.911 -1.128
N 1.684 0.678 -1.591
C 1.755 -0.211 -2.778
C 1.103 1.984 -1.999
C -0.369 1.799 -2.223
C -1.114 2.557 -3.115
C -2.472 2.300 -3.263
C -3.072 1.280 -2.533
C -2.324 0.536 -1.627
C -0.963 0.789 -1.465
H 3.652 1.383 -1.921
H 3.536 -0.033 -0.869
H 3.063 1.567 -0.256
H 2.451 0.216 -3.505
H 0.772 -0.315 -3.228
H 2.097 -1.196 -2.476
H 1.624 2.357 -2.887
H 1.283 2.694 -1.187
H -0.640 3.338 -3.701
H -3.057 2.885 -3.960
H -4.125 1.065 -2.667
H -2.810 -0.248 -1.058
C -0.663 -3.376 1.855
C -1.313 -2.547 0.760
C -2.787 -2.861 0.606
O -1.126 -1.128 1.072
C -0.559 -2.783 -0.548
O -0.663 -3.827 -1.126
O 0.245 -1.796 -0.935
H -1.199 -3.249 2.799
H 0.379 -3.083 2.001
H -0.696 -4.428 1.576
H -3.294 -2.829 1.574
H -2.889 -3.863 0.193
H -3.273 -2.162 -0.074
H -1.724 -0.875 1.784
*
```

LUMO energy (alpha / beta) (eV): -4.15 / -4.15
Strongest force on any atom (hartree/bohr): 0.031
<S²>: 0.76
Molar mass (g/mol): 550.4
Highest occupied orbital energy (alpha / beta) (eV): -11.46 / -11.02



Here is the ion C5H9ClNO with charge +1 at a distorted geometry from OMol25. Energies are from wB97M-V/def2-TZVPD.

```
! wB97M-V def2-TZVPD RIJCOSX def2/J DEFGRID3
* xyz 1 1
C 0.976 -0.252 -1.286
C 0.579 1.442 0.853
C 0.269 -1.588 0.445
C -0.312 -0.523 -0.528
C 1.930 -0.253 -0.124
N -0.593 0.685 0.435
O 1.542 -1.265 0.736
Cl 3.441 0.472 0.055
H 1.193 -1.188 -1.842
H 0.864 0.654 -2.012
H 0.791 1.486 1.964
H 0.649 2.414 0.439
H -0.219 -1.688 1.412
H 0.187 -2.583 -0.140
H -1.038 -1.045 -1.146
H -1.177 0.284 1.155
H -1.256 1.206 -0.131
*
```

LUMO energy (alpha / beta) (eV): -4.03 / -4.03
Strongest force on any atom (hartree/bohr): 0.094
Molar mass (g/mol): 134.6
Highest occupied orbital energy (alpha / beta) (eV): -12.45 / -12.45



Here is a cluster of 2 separate species, C3H3Br in total at a distorted geometry from OMol25. Energies are from wB97M-V/def2-TZVPD.

```
! wB97M-V def2-TZVPD RIJCOSX def2/J DEFGRID3
* xyz 0 1
C -0.297 -0.799 -0.293
C -0.317 0.412 0.666
C -1.446 -0.119 -0.002
Br 3.956 1.007 -0.523
H 0.242 -1.569 -0.830
H 0.351 1.168 1.129
H -2.488 -0.100 -0.147
*
```

LUMO energy (alpha / beta) (eV): -2.56 / -3.15
Strongest force on any atom (hartree/bohr): 0.111
Molar mass (g/mol): 119.0
Highest occupied orbital energy (alpha / beta) (eV): -6.96 / -6.50



Here is a structure of composition C6H10OS at a distorted geometry from OMol25. Energies are from wB97M-V/def2-TZVPD.

```
! wB97M-V def2-TZVPD RIJCOSX def2/J DEFGRID3
* xyz 0 1
C -1.542 -0.984 0.413
C -0.312 -0.266 -0.143
C 0.836 -1.233 -0.378
C 1.647 0.970 0.750
C 0.148 1.029 0.540
C -0.649 0.774 -1.266
H -1.248 -1.535 1.311
H -1.857 -1.678 -0.359
H -2.439 -0.403 0.636
H 0.720 -1.816 -1.291
H 0.932 -1.927 0.524
H 2.114 1.946 0.531
H 1.864 0.686 1.818
H -0.426 1.231 1.479
H -0.072 0.743 -2.171
H -1.715 0.745 -1.501
O -0.303 1.910 -0.434
S 2.301 -0.193 -0.461
*
```

LUMO energy (eV): 0.81
Strongest force on any atom (hartree/bohr): 0.059
Molar mass (g/mol): 130.2
Highest occupied orbital energy (eV): -8.65



Here is a cluster of 8 separate species, C32H49N5O6S3 in total at a distorted geometry from OMol25. Energies are from wB97M-V/def2-TZVPD.

```
! wB97M-V def2-TZVPD RIJCOSX def2/J DEFGRID3
* xyz 0 1
O -5.162 -6.443 6.664
S -5.695 -6.952 5.395
O -5.020 -8.089 4.744
C -7.517 -7.098 5.487
C -8.137 -5.863 4.899
C -7.118 -5.413 3.831
C -5.619 -5.507 4.265
H -7.780 -7.473 6.476
H -7.687 -7.932 4.806
H -9.104 -6.156 4.490
H -8.246 -5.189 5.749
H -7.294 -4.488 3.283
H -7.324 -6.112 3.020
H -5.253 -4.670 4.858
H -4.853 -5.725 3.521
O 7.271 0.375 -1.371
S 7.256 0.795 0.023
O 6.226 0.288 0.982
C 8.941 0.463 0.737
C 9.692 1.764 0.556
C 8.711 2.835 1.007
C 7.410 2.644 0.165
H 9.324 -0.433 0.249
H 8.674 0.347 1.787
H 10.577 1.763 1.192
H 9.979 1.850 -0.492
H 9.035 3.865 0.854
H 8.439 2.729 2.057
H 7.630 2.983 -0.847
H 6.492 2.950 0.668
O 2.451 4.417 -9.755
S 3.422 5.125 -8.891
O 4.264 6.242 -9.360
C 2.586 5.636 -7.301
C 3.426 4.941 -6.234
C 3.912 3.577 -6.827
C 4.555 3.886 -8.171
H 1.605 5.171 -7.214
H 2.291 6.685 -7.338
H 4.238 5.524 -5.799
H 2.846 4.797 -5.323
H 3.059 2.907 -6.940
H 4.596 2.998 -6.207
H 4.770 3.033 -8.815
H 5.468 4.451 -7.977
C 2.045 -5.822 2.619
C 1.862 -6.684 1.485
C 1.027 -7.680 1.796
N 0.620 -7.413 3.065
C 1.229 -6.330 3.612
H 2.665 -4.946 2.743
H 2.365 -6.592 0.534
H 0.555 -8.458 1.214
H -0.102 -7.936 3.539
H 0.981 -6.024 4.618
C -1.988 1.315 0.456
C -2.067 0.542 1.600
C -0.797 -0.051 1.813
N -0.013 0.277 0.765
C -0.650 1.246 -0.005
H -2.755 1.925 0.001
H -2.928 0.469 2.247
H -0.342 -0.530 2.668
H 0.985 0.121 0.752
H -0.137 1.835 -0.751
C -2.574 -0.031 -7.321
C -2.635 0.833 -6.300
C -2.667 2.122 -6.790
N -2.568 2.029 -8.151
C -2.492 0.681 -8.510
H -2.382 -1.091 -7.242
H -2.583 0.521 -5.268
H -2.554 3.094 -6.332
H -2.660 2.795 -8.803
H -2.531 0.411 -9.555
C 0.442 -2.809 9.282
C 1.787 -2.561 8.891
C 1.813 -1.437 8.081
N 0.491 -1.026 7.933
C -0.301 -1.927 8.603
H 0.058 -3.615 9.889
H 2.718 -3.068 9.096
H 2.662 -0.939 7.637
H 0.133 -0.266 7.372
H -1.348 -1.660 8.612
C -5.742 7.170 -2.270
C -7.129 7.175 -1.985
C -7.251 6.566 -0.735
N -6.026 6.259 -0.252
C -5.111 6.533 -1.252
H -5.395 7.569 -3.212
H -7.931 7.500 -2.631
H -8.117 6.238 -0.179
H -5.890 5.900 0.682
H -4.105 6.265 -0.967
*
```

LUMO energy (eV): 0.21
Strongest force on any atom (hartree/bohr): 0.081
Molar mass (g/mol): 696.0
Highest occupied orbital energy (eV): -8.02



Here is a structure of composition C3H2AlFO2 at a distorted geometry from OMol25. Energies are from wB97M-V/def2-TZVPD.

```
! wB97M-V def2-TZVPD RIJCOSX def2/J DEFGRID3
* xyz 0 1
F 1.058 1.547 -0.972
O -0.315 -1.457 -0.213
O -2.264 -0.473 -1.006
C 0.379 -0.562 0.649
C -0.503 0.480 0.547
C -1.296 -0.440 -0.322
H 1.167 -0.914 1.319
H -0.761 1.350 1.143
Al 2.535 0.469 -1.146
*
```

LUMO energy (eV): -0.68
Strongest force on any atom (hartree/bohr): 0.053
Molar mass (g/mol): 116.0
Highest occupied orbital energy (eV): -9.14



Here is an isolated molecule of C3H2N4O at a distorted geometry from OMol25. Energies are from wB97M-V/def2-TZVPD.

```
! wB97M-V def2-TZVPD RIJCOSX def2/J DEFGRID3
* xyz 0 1
O 2.569 -0.087 0.634
C 1.550 0.021 0.050
N 0.603 -1.064 -0.413
C -0.643 -1.076 -0.305
C -1.353 -0.026 0.457
N -0.796 1.220 0.504
N 0.109 1.788 -0.424
N 1.171 1.181 -0.624
H -1.202 -1.728 -1.055
H -2.007 -0.231 1.178
*
```

LUMO energy (eV): -1.14
Strongest force on any atom (hartree/bohr): 0.154
Molar mass (g/mol): 110.1
Highest occupied orbital energy (eV): -9.89



Q: Which of these has the highest strongest force on any atom?
A: C3H2N4O



Q: Which of these has the lowest strongest force on any atom?
A: C39H45CdNP2